# 1
Below is a cluster of 9 separate species, C46H104ClF6N6O8S2 in total in a non-equilibrium geometry, with properties calculated with ωB97M-V/def2-TZVPD.

Geometry (Å):
H: 9.849 -1.568 -1.202
O: 7.244 -1.434 -1.308
C: -2.430 -8.309 2.636
C: -5.630 -9.447 4.518
O: 9.655 2.496 -2.530
H: -2.275 0.324 -7.479
C: -4.061 1.651 -4.540
H: 0.478 0.174 -2.125
C: -1.686 8.209 3.418
C: 2.055 0.171 -0.673
C: 0.274 -1.589 -0.862
H: -2.288 1.516 -1.859
H: -7.338 -7.224 3.873
H: -1.490 8.032 6.361
H: -1.762 9.048 4.091
C: -6.571 -7.912 6.360
H: -1.368 -0.351 -0.107
H: -1.054 1.922 -6.285
C: -4.793 -8.524 3.693
Cl: 1.049 0.607 -5.558
C: 10.491 0.535 -1.556
H: -4.545 0.823 -4.972
O: -0.929 3.396 -0.224
H: -0.441 5.288 5.794
O: -1.048 4.582 1.947
C: -2.234 0.048 -4.801
S: 6.736 -0.894 -0.054
F: -2.740 1.755 2.658
H: 11.400 1.190 -1.661
H: 2.763 2.692 0.167
H: -2.245 -0.415 -3.782
H: -0.648 6.312 3.216
H: 8.645 4.295 -2.382
C: -4.875 8.544 7.391
C: 2.074 -3.104 -4.920
H: 4.444 2.917 -3.029
H: -2.663 1.648 -9.503
H: -3.762 6.041 6.805
C: -1.473 5.115 5.373
O: 5.322 -0.620 -0.099
H: -4.188 0.620 -2.675
F: 6.511 -1.988 2.291
H: 1.467 0.607 0.023
S: -0.965 3.265 1.234
H: -1.547 -8.895 2.801
H: 2.496 -4.487 -3.377
H: -5.294 -8.075 2.820
C: 3.491 2.061 -0.236
H: -5.580 7.870 6.962
H: 10.646 0.871 0.477
H: -8.881 -9.764 7.555
H: -2.674 3.201 -2.103
H: -1.667 3.201 -4.071
C: 3.716 0.917 -2.379
H: -6.888 -10.527 6.395
H: -3.084 8.053 5.538
C: -3.521 -9.232 3.225
C: -7.926 -7.888 7.131
H: 5.687 1.614 -2.520
H: 8.639 3.619 -4.011
H: 0.163 -0.433 0.862
H: -2.896 3.086 -8.483
H: -0.861 1.731 -3.654
N: 2.765 1.368 -1.374
H: -2.140 4.791 6.146
H: 9.733 1.996 -0.251
H: -2.846 5.468 3.221
H: 3.651 -4.454 -4.664
C: 9.610 1.085 -2.649
C: -0.928 7.076 4.007
C: 1.169 -0.549 -1.639
H: 2.896 -2.085 -6.635
H: 9.809 0.733 -3.696
C: -2.340 2.157 -8.593
C: -2.771 1.313 -7.423
H: 9.029 0.508 -0.023
H: 7.625 2.873 -2.786
C: -4.048 1.664 -3.033
H: -4.975 2.102 -2.691
C: -1.820 2.224 -3.790
C: -3.081 7.672 3.199
C: 6.852 -2.375 1.090
O: 3.711 -2.824 -3.330
H: 3.602 -1.768 -5.234
C: -3.080 6.287 3.897
C: -7.669 -9.874 5.889
H: 4.766 3.723 -0.990
O: -0.018 2.365 1.823
C: -2.571 2.389 1.534
N: 9.934 0.973 -0.293
H: -1.183 -0.063 -5.207
H: -2.871 -0.396 -5.540
H: -2.305 -7.387 3.224
C: 1.773 2.360 -1.913
H: -1.104 8.523 2.523
C: -2.337 7.421 5.997
H: 0.372 -3.658 -6.223
H: 0.855 -2.378 -0.487
H: -2.471 3.085 -6.287
H: 5.671 -3.240 -3.204
H: 2.059 -1.153 -5.489
H: 2.919 -0.386 -0.293
O: 7.677 0.008 0.648
H: -9.622 -8.996 6.129
H: -3.770 -9.935 2.399
H: -6.012 -10.328 4.012
H: -4.473 -7.607 4.249
H: -7.704 -7.925 8.179
H: -8.090 -8.795 3.453
H: -3.242 7.537 2.154
H: 1.167 -4.961 -5.378
H: 8.571 0.827 -2.434
N: -2.571 1.482 -4.889
H: 1.485 2.064 -2.933
F: -2.685 1.475 0.572
H: -8.059 -10.575 5.128
H: -5.072 -9.835 5.415
H: 2.280 3.315 -1.959
F: -3.614 3.222 1.445
C: -0.551 -0.959 0.291
H: 4.206 -0.051 -2.047
C: 4.735 2.094 -2.362
H: 1.769 -0.925 -2.477
H: -0.393 -2.025 -1.697
H: -3.872 1.328 -7.421
H: 4.786 -2.581 -1.660
H: -3.796 8.390 3.582
C: -2.711 2.218 -2.577
N: 2.721 -1.949 -5.642
H: 3.712 1.271 0.527
H: -3.146 -9.800 4.061
H: -5.671 -8.283 6.884
H: 11.008 -1.334 -2.524
F: 8.060 -2.936 1.027
H: 1.288 -2.586 -4.323
H: -0.545 2.970 -9.691
C: -3.785 7.770 8.107
C: -2.150 2.053 -6.220
H: 1.895 -4.325 -6.786
H: -5.388 9.277 7.977
H: -2.505 -8.019 1.579
H: 4.552 -4.331 -2.138
H: -6.298 -6.886 6.005
C: 8.610 3.318 -2.996
H: -8.539 -6.914 6.900
C: 4.728 2.668 -0.950
H: -0.369 2.845 -7.933
H: 3.252 0.866 -3.323
C: 4.769 -3.298 -2.511
H: -8.719 -7.768 4.593
N: -6.881 -8.777 5.199
H: -4.360 2.589 -5.044
H: -2.295 6.143 7.728
C: 1.306 -4.020 -5.912
H: 5.599 2.267 -0.441
H: 0.867 2.471 -1.235
H: -0.200 1.478 -8.887
C: 3.034 -3.832 -4.036
F: 5.883 -3.251 0.717
C: 10.707 -0.966 -1.565
H: -1.383 4.453 4.561
N: -1.938 6.438 4.910
H: -4.460 9.042 6.487
C: -3.031 6.759 7.159
H: 11.477 -1.259 -0.854
C: -0.801 2.383 -8.777
H: -3.983 6.113 4.430
H: -4.220 7.204 8.914
H: -0.973 -1.739 0.855
H: -3.038 8.442 8.505
H: -0.013 7.307 4.555
C: -7.772 -8.104 4.183
C: -8.663 -9.149 6.695

Results
- HOMO-LUMO gap (eV) = 9.82
- total charge = +3
- HOMO energy (Eh) = -0.516

# 2
Below is a cluster of 9 separate species, C32H79IN2O10S3 in total in a non-equilibrium geometry, with properties calculated with ωB97M-V/def2-TZVPD.

Geometry (Å):
H: -2.239 1.648 3.850
H: 1.933 1.426 -0.202
H: -9.765 2.630 -5.320
C: -8.546 0.704 -8.346
H: -10.389 -0.415 -8.473
I: -2.358 -0.058 -0.226
H: -0.777 -3.312 1.113
C: 6.831 0.556 3.546
H: 8.960 -3.379 -1.099
H: -2.566 -3.884 1.413
H: -3.663 -6.224 -1.224
O: -3.998 3.287 2.685
C: -8.500 3.112 -3.635
H: 6.681 -3.018 0.091
H: -2.430 4.574 2.942
H: -3.489 -7.938 -0.868
H: -10.563 1.299 -8.829
H: -0.923 2.842 3.953
H: 7.231 2.796 3.692
H: -3.201 -8.295 -5.720
C: 8.431 0.468 3.980
H: 2.127 -0.489 -1.389
N: 1.786 -0.316 1.087
H: -3.863 5.088 -1.972
C: 3.215 1.800 1.679
H: -4.361 2.494 3.115
C: 7.339 0.842 -0.550
H: -6.178 6.546 2.692
H: 8.988 1.477 3.734
O: 1.468 -1.619 3.123
H: -10.518 3.707 -4.119
H: 8.547 0.311 5.157
H: 6.779 3.447 1.172
H: 5.432 2.464 3.239
H: 3.845 0.968 2.253
H: -8.073 1.568 -8.822
H: -0.984 -7.682 -0.858
H: 10.004 -1.344 6.512
H: 9.775 -2.071 0.028
O: -8.689 0.984 -6.961
H: -2.252 -0.784 3.456
H: -4.574 -5.922 -6.734
H: -2.911 -7.300 -2.426
H: -3.138 3.927 4.435
O: -3.528 6.837 2.519
O: 9.295 -2.425 4.928
C: -1.482 -1.225 2.663
H: 6.192 0.189 4.456
H: -9.101 0.207 -6.546
H: -3.502 -1.695 1.698
H: -3.464 2.226 -1.535
C: 4.123 2.734 0.683
C: -2.385 -1.603 1.331
H: -1.073 -2.219 3.126
H: -7.884 -0.160 -8.463
S: 1.284 -1.079 -0.404
C: 9.299 -2.159 6.322
H: 9.017 -4.226 6.881
C: -1.905 -3.091 0.820
H: 8.511 -3.770 2.074
N: 6.383 1.336 0.522
O: -8.643 3.392 -2.250
H: 0.891 1.759 1.335
C: 7.029 2.320 1.471
H: 8.205 2.258 1.518
C: 5.212 1.923 -0.234
H: -5.688 2.729 -1.234
S: 7.242 -0.957 -1.185
H: -3.868 5.927 2.483
H: -9.811 0.222 -10.031
C: 1.852 1.190 0.963
H: -4.129 8.710 1.959
H: -5.664 7.857 3.745
H: 3.360 3.244 -0.081
H: -5.640 3.536 -2.814
C: -9.903 0.436 -8.962
C: 9.708 -3.402 7.085
H: -1.827 -6.467 -5.470
H: 7.421 -1.704 1.292
S: 8.541 1.807 -1.317
H: 9.721 -3.212 8.162
H: 8.660 -3.144 4.769
H: -3.085 -5.016 -7.092
H: 4.560 3.609 1.325
C: -4.506 7.683 1.932
H: 10.315 -4.118 1.390
C: 7.505 -2.168 0.221
C: -4.510 4.543 -1.277
H: -6.572 8.226 2.260
H: -7.838 2.248 -3.752
H: -3.184 -5.652 -4.668
H: 10.703 -3.735 6.773
C: 6.523 2.087 3.046
H: 6.653 -0.188 2.661
H: -1.541 2.302 2.373
C: -2.918 -6.389 -5.431
O: -3.976 2.449 -2.331
H: 8.794 -5.152 0.733
H: -1.173 -5.954 -1.217
H: 9.003 -0.406 3.407
C: 0.882 -0.741 2.263
H: -4.640 7.392 0.886
C: -1.646 -6.819 -0.741
C: 9.157 -4.095 1.125
H: -10.343 1.993 -3.763
H: -3.237 -6.731 -7.540
H: -3.901 4.296 -0.402
H: -2.120 -3.289 -0.319
C: -2.842 3.676 3.412
C: -9.857 2.844 -4.251
C: 8.956 -2.914 -0.005
O: -0.469 -0.181 2.429
H: 2.816 2.522 2.543
H: -5.326 5.201 -0.964
O: -3.451 -7.646 -5.039
C: -5.809 7.576 2.697
O: -1.789 -6.539 0.644
H: 8.300 -1.827 6.620
H: 4.693 1.009 -0.801
H: 5.641 2.643 -1.051
C: -3.003 -7.087 -1.357
H: -8.027 3.976 -4.111
H: -9.056 2.615 -1.835
C: -3.482 -5.985 -6.778
C: -5.050 3.286 -1.927
H: -2.201 -7.315 1.059
C: -1.822 2.556 3.400

Results
- structure (SMILES) = CCCCN(CCCCN(S)C(=O)OC[C@H](C)I)C(=S)SCCC.CCO.CCO.CCO.CCO.CCO.CCO.CCO.CCO
- HOMO-LUMO gap (eV) = 7.84
- total charge = 0
- HOMO energy (Eh) = -0.306